## P
The following is a quantum chemistry calculation of a 2-piece molecular cluster, C9H14S overall, from OMol25.

Output
* HOMO: -8.71 eV
* gap between HOMO and LUMO: 0.352 Ha
* E_LUMO: 0.873 eV
* SMILES string: Cc1ccccc1.CCS

Geometry as ORCA input:
```
! RIJCOSX wB97M-V def2-TZVPD def2/J DEFGRID3
* xyz 0 1
C 0.969 2.205 -2.200
C 1.821 -0.022 -1.331
C 1.226 1.225 -1.108
C 1.992 -0.973 -0.302
C 1.546 -0.648 0.979
C 0.692 1.480 0.155
C 0.802 0.464 1.110
H 2.182 -0.051 -2.280
H 2.403 -1.990 -0.671
H 0.705 1.758 -3.187
H 1.754 2.906 -2.647
H 1.919 -1.262 1.753
H 0.197 2.423 0.368
H 0.398 0.687 2.172
H 0.058 2.781 -2.036
C -1.914 -1.579 1.426
C -2.699 -0.301 1.001
S -1.396 -2.424 -0.116
H -0.991 -1.241 1.928
H -2.526 -2.177 2.080
H -2.531 0.409 1.788
H -0.456 -3.177 0.170
H -3.807 -0.423 1.007
H -2.343 -0.070 -0.058
*
```

***

## Q
The following is a quantum chemistry calculation of a 2-piece molecular cluster, C9H14S overall, from OMol25.

Output
* HOMO: -8.35 eV
* gap between HOMO and LUMO: 0.341 Ha
* E_LUMO: 0.926 eV
* SMILES string: Cc1ccccc1.CSC

Geometry as ORCA input:
```
! RIJCOSX wB97M-V def2-TZVPD def2/J DEFGRID3
* xyz 0 1
C -1.765 1.324 1.167
C -0.606 0.249 -2.320
C 0.380 1.189 -2.592
C -1.267 0.267 -1.098
C -1.083 1.287 -0.165
C 0.655 2.160 -1.632
C -0.014 2.147 -0.414
H -0.770 -0.629 -2.937
H 0.964 1.174 -3.505
H -2.034 -0.480 -0.944
H 1.408 2.905 -1.827
H -1.306 2.071 1.822
H -1.763 0.385 1.704
H 0.264 2.915 0.288
H -2.788 1.673 1.089
C 2.290 -1.388 1.419
C -0.149 -2.736 1.132
S 1.136 -2.430 2.378
H 2.512 -0.475 1.959
H 3.198 -1.969 1.270
H 1.870 -1.210 0.435
H -0.955 -3.162 1.723
H 0.184 -3.475 0.411
H -0.363 -1.793 0.636
*
```

***

Which of them is least stable? Easy: P.

***

## P
The following is a quantum chemistry calculation of a 3-piece molecular cluster, C4H14NO2S overall, from OMol25.

Output
* HOMO: -2.78 eV
* gap between HOMO and LUMO: 0.231 Ha
* E_LUMO: 3.515 eV

Geometry as ORCA input:
```
! RIJCOSX wB97M-V def2-TZVPD def2/J DEFGRID3
* xyz -1 1
C 0.548 1.376 -2.974
N 0.603 0.104 -2.320
C -0.324 -0.103 -1.218
C 0.313 -1.171 -0.281
S 1.477 -0.478 0.969
C -1.698 -0.596 -1.676
H 0.817 2.166 -2.244
H 1.235 1.415 -3.824
H -0.482 1.700 -3.263
H 0.534 -0.670 -2.965
H -0.265 0.719 -0.478
H -0.329 -1.877 0.237
H 0.997 -1.817 -0.842
H -1.814 -0.469 -2.763
H -2.508 0.043 -1.328
H -1.854 -1.614 -1.325
H -0.921 -0.506 3.152
H 0.026 -1.639 2.946
O -0.799 -1.434 3.391
H -0.860 2.500 1.471
H -0.390 1.956 2.907
O -1.048 2.496 2.423
*
```

***

## Q
The following is a quantum chemistry calculation of a 3-piece molecular cluster, C4H14NO2S overall, from OMol25.

Output
* HOMO: -3.35 eV
* gap between HOMO and LUMO: 0.259 Ha
* E_LUMO: 3.704 eV

Geometry as ORCA input:
```
! RIJCOSX wB97M-V def2-TZVPD def2/J DEFGRID3
* xyz -1 1
C 0.429 1.556 0.282
C 0.932 1.012 -1.054
S 2.167 -0.351 -0.815
C -0.941 0.972 0.712
N -1.051 0.791 2.170
C -1.147 -0.605 2.624
H 1.156 1.377 1.063
H 0.332 2.651 0.212
H 1.340 1.757 -1.740
H 0.076 0.579 -1.576
H -1.773 1.606 0.419
H -0.986 0.020 0.181
H -0.263 1.246 2.612
H -0.751 -0.698 3.643
H -0.597 -1.300 1.979
H -2.205 -0.859 2.692
H 1.706 -0.379 -3.209
H 0.471 -1.124 -3.541
O 1.140 -0.583 -3.981
H 0.409 -1.879 -0.801
H -0.066 -3.322 -1.090
O -0.379 -2.466 -0.781
*
```

***

Which of them is least stable? Easy: P.

***

## P
The following is a quantum chemistry calculation of one molecule with the formula C4H4O2, from OMol25.

Output
* HOMO: -10.20 eV
* gap between HOMO and LUMO: 0.396 Ha
* E_LUMO: 0.583 eV
* SMILES string: C#C[C@@H](O)C=O

Geometry as ORCA input:
```
! RIJCOSX wB97M-V def2-TZVPD def2/J DEFGRID3
* xyz 0 1
O 1.868 -0.018 -0.062
C 0.658 -0.229 0.584
C -0.241 1.011 0.459
O -0.036 1.814 -0.418
C -0.293 -1.108 -0.144
C -1.245 -1.279 -0.865
H 1.663 0.632 -0.758
H 0.845 -0.530 1.620
H -1.136 1.035 1.107
H -2.083 -1.327 -1.523
*
```

***

## Q
The following is a quantum chemistry calculation of a 2-piece molecular cluster, C4H4O2 overall, from OMol25.

Output
* HOMO (alpha / beta): -9.32 / -8.81 eV
* gap between HOMO and LUMO (alpha / beta): 0.335 / 0.265 Ha
* E_LUMO (alpha / beta): -0.194 / -1.589 eV

Geometry as ORCA input:
```
! RIJCOSX wB97M-V def2-TZVPD def2/J DEFGRID3
* xyz 0 1
C -0.252 1.787 -0.526
C -0.606 1.505 0.832
C 0.581 0.706 0.035
C 0.428 -2.081 -0.334
O -0.573 2.295 -1.550
O 0.649 1.079 1.332
H -1.504 1.076 1.236
H 0.829 -1.992 -1.321
H -0.631 -2.112 -0.196
H 1.081 -2.262 0.493
*
```

***

## R
The following is a quantum chemistry calculation of C4H4O2 as an isolated structure, from OMol25.

Output
* HOMO: -9.27 eV
* gap between HOMO and LUMO: 0.362 Ha
* E_LUMO: 0.583 eV

Geometry as ORCA input:
```
! RIJCOSX wB97M-V def2-TZVPD def2/J DEFGRID3
* xyz 0 1
C -0.714 -0.514 -0.760
C 0.093 0.067 0.150
C -1.832 -0.251 0.116
C 1.472 0.400 0.213
O -2.979 -0.319 0.360
O -0.786 0.301 1.108
H -0.787 -0.868 -1.756
H 1.623 1.237 -0.539
H 2.041 -0.511 -0.173
H 1.869 0.459 1.282
*
```

***

## S
The following is a quantum chemistry calculation of one molecule with the formula C4H4O2, from OMol25.

Output
* HOMO: -8.22 eV
* gap between HOMO and LUMO: 0.300 Ha
* E_LUMO: -0.053 eV

Geometry as ORCA input:
```
! RIJCOSX wB97M-V def2-TZVPD def2/J DEFGRID3
* xyz 0 1
C 0.960 -1.560 -0.106
O 0.275 -0.783 -1.120
C -0.656 0.043 -0.732
O -0.887 0.123 0.572
C -0.787 1.472 -0.033
C -0.646 2.668 0.161
H 1.721 -2.117 -0.648
H 1.414 -0.894 0.630
H 0.264 -2.238 0.392
H -0.575 3.732 0.183
*
```

***

Which of them is least stable? Easy: Q.

***

## P
The following is a quantum chemistry calculation of C4H4O2 as an isolated structure, from OMol25.

Output
* HOMO: -10.74 eV
* gap between HOMO and LUMO: 0.428 Ha
* E_LUMO: 0.904 eV

Geometry as ORCA input:
```
! RIJCOSX wB97M-V def2-TZVPD def2/J DEFGRID3
* xyz 0 1
O 2.364 -1.023 0.149
C 1.347 -0.422 0.080
O 1.191 0.960 0.089
C -0.195 0.766 0.430
C -0.922 0.220 -0.726
C -0.123 -0.713 0.178
H -0.540 1.130 1.383
H -2.004 0.145 -0.649
H -0.541 0.417 -1.725
H -0.576 -1.480 0.791
*
```

***

## Q
The following is a quantum chemistry calculation of a 2-piece molecular cluster, C4H4O2 overall, from OMol25.

Output
* HOMO: -8.95 eV
* gap between HOMO and LUMO: 0.337 Ha
* E_LUMO: 0.235 eV

Geometry as ORCA input:
```
! RIJCOSX wB97M-V def2-TZVPD def2/J DEFGRID3
* xyz 0 1
O -2.418 -0.020 0.007
C -1.400 -0.623 0.059
O -0.196 0.030 0.354
C 0.317 1.947 -0.241
C 0.913 -0.683 0.216
C 1.904 -1.340 0.071
H -1.229 -1.697 -0.098
H -0.529 1.927 -0.962
H -0.166 2.352 0.671
H 2.804 -1.893 -0.077
*
```

***

Which of them is least stable? Easy: Q.

***

## P
The following is a quantum chemistry calculation of one molecule with the formula C4H7FS, from OMol25.

Output
* HOMO: -8.89 eV
* gap between HOMO and LUMO: 0.349 Ha
* E_LUMO: 0.610 eV
* SMILES string: C=C(CF)SC

Geometry as ORCA input:
```
! RIJCOSX wB97M-V def2-TZVPD def2/J DEFGRID3
* xyz 0 1
C 1.523 1.646 0.047
C -0.264 -0.604 -0.260
C 0.198 -1.735 0.321
C -1.718 -0.236 -0.276
H 1.931 1.428 1.094
H 2.403 1.937 -0.831
H 0.680 2.425 0.092
H -0.550 -2.547 0.847
H 1.262 -2.106 0.250
H -2.362 -0.375 -1.164
H -1.592 0.844 0.077
F -2.411 -0.894 0.843
S 0.901 0.217 -1.038
*
```

***

## Q
The following is a quantum chemistry calculation of one molecule with the formula C4H7FS, from OMol25.

Output
* HOMO: -9.32 eV
* gap between HOMO and LUMO: 0.375 Ha
* E_LUMO: 0.888 eV
* SMILES string: C[C@]1(CF)CS1

Geometry as ORCA input:
```
! RIJCOSX wB97M-V def2-TZVPD def2/J DEFGRID3
* xyz 0 1
C -0.245 -1.156 -0.634
C -0.142 0.290 -0.251
C 1.226 0.668 -0.102
C -1.119 0.580 0.903
H 0.148 -1.545 -1.691
H 0.373 -1.902 0.007
H -1.314 -1.459 -0.572
H 1.142 1.836 0.121
H 1.968 0.652 -0.952
H -0.843 1.326 1.673
H -1.507 -0.380 1.179
F 1.823 -0.177 0.972
S -1.509 1.269 -0.653
*
```

***

## R
The following is a quantum chemistry calculation of one molecule with the formula C4H7FS, from OMol25.

Output
* HOMO: -8.39 eV
* gap between HOMO and LUMO: 0.343 Ha
* E_LUMO: 0.953 eV
* SMILES string: CS/C(C)=C\F

Geometry as ORCA input:
```
! RIJCOSX wB97M-V def2-TZVPD def2/J DEFGRID3
* xyz 0 1
C -1.331 0.947 1.264
C 0.677 -0.382 -0.262
C 2.051 -0.903 -0.025
C -0.183 -1.218 -0.869
H -1.198 0.090 1.904
H -2.070 0.835 0.577
H -1.468 1.903 1.750
H 2.799 -0.290 -0.585
H 2.189 -1.901 -0.354
H 2.252 -0.809 1.073
H 0.077 -2.166 -1.344
F -1.448 -0.856 -0.988
S 0.198 1.211 0.327
*
```

***

Which of them is least stable? Easy: P.

***

## P
The following is a quantum chemistry calculation of a 2-piece molecular cluster, C3H8N2 overall, from OMol25.

Output
* HOMO (alpha / beta): 0.56 / -2.22 eV
* gap between HOMO and LUMO (alpha / beta): 0.121 / 0.223 Ha
* E_LUMO (alpha / beta): 3.855 / 3.841 eV

Geometry as ORCA input:
```
! RIJCOSX wB97M-V def2-TZVPD def2/J DEFGRID3
* xyz -1 2
C 3.123 -0.111 -0.211
N 1.952 0.340 -0.470
H 4.056 0.515 -0.354
H 3.131 -1.259 -0.014
H 1.266 -0.217 0.083
C -1.898 0.227 1.306
C -1.779 -0.334 -0.978
N -1.196 0.057 0.074
H -1.098 0.253 2.144
H -2.524 -0.625 1.589
H -2.573 1.098 1.252
H -1.437 -1.239 -1.490
H -2.786 0.001 -1.145
*
```

***

## Q
The following is a quantum chemistry calculation of a 2-piece molecular cluster, C3H8N2 overall, from OMol25.

Output
* HOMO (alpha / beta): 0.62 / -1.83 eV
* gap between HOMO and LUMO (alpha / beta): 0.108 / 0.196 Ha
* E_LUMO (alpha / beta): 3.559 / 3.510 eV

Geometry as ORCA input:
```
! RIJCOSX wB97M-V def2-TZVPD def2/J DEFGRID3
* xyz -1 2
C -2.445 0.904 0.410
N -3.525 0.403 1.079
H -2.484 1.973 0.147
H -1.404 0.570 0.606
H -3.621 -0.599 0.904
C 1.474 -0.522 0.613
C 1.802 -0.296 -1.656
N 1.036 -0.735 -0.769
H 2.062 0.397 0.621
H 0.634 -0.437 1.295
H 2.144 -1.326 0.937
H 1.468 -0.301 -2.692
H 2.858 -0.031 -1.495
*
```

***

Which of them is least stable? Easy: P.